Entry from OMol25: the molecule C4H4 in a non-equilibrium geometry (ωB97M-V/def2-TZVPD).

```
8
Properties=species:S:1:pos:R:3
C -2.375 0.299 -0.043
C -1.261 -0.090 0.019
C -0.043 -0.740 -0.139
C 1.200 0.254 0.044
H -3.371 0.838 -0.019
H -0.096 -1.748 -0.004
H 2.217 -0.181 0.022
H 0.916 1.294 0.108
```

Results
SMILES = C#CC=C
gap between HOMO and LUMO = 8.5957 eV
HOMO = -8.6041 eV
charge = 0
LUMO level = -0.008 eV

Here are the Löwdin charges for atoms 1 to 2, given in e:
1 C 0.097
2 C -0.265



Entry from OMol25: a cluster of 16 separate species, C4H40NO15 in total in a non-equilibrium geometry (ωB97M-V/def2-TZVPD).

```
60
Properties=species:S:1:pos:R:3
C 0.930 -0.726 2.790
C 0.046 -1.322 1.694
C -0.037 -0.444 0.514
C -0.553 -0.866 -0.650
N -0.622 0.004 -1.848
H 0.551 0.196 3.223
H 2.001 -0.532 2.433
H 0.989 -1.431 3.615
H -0.988 -1.522 2.064
H 0.417 -2.374 1.447
H 0.344 0.661 0.604
H -0.964 -1.828 -0.866
H -0.326 0.980 -1.575
H 0.085 -0.412 -2.562
H -1.610 0.052 -2.183
H -3.539 -1.069 1.449
H -2.663 0.157 1.983
O -3.038 -0.718 2.255
H 1.984 -0.587 -3.211
H 1.466 -1.886 -2.537
O 1.248 -1.228 -3.219
H -0.726 -3.847 0.237
H 0.005 -5.016 -0.349
O 0.128 -4.097 -0.027
H -2.538 -3.552 1.586
H -2.895 -2.745 0.314
O -2.382 -3.491 0.671
H 1.400 3.112 -3.293
H 1.359 3.048 -1.682
O 1.206 2.523 -2.526
H -3.613 -0.581 -0.588
H -4.737 -1.601 -0.526
O -3.888 -1.438 -0.199
H -0.097 2.862 2.849
H 0.899 2.202 1.801
O 0.037 2.691 1.942
H 3.284 1.943 1.935
H 2.728 0.888 0.997
O 2.483 1.715 1.457
H -0.020 2.940 -0.423
H -1.131 3.241 -1.344
O -0.827 2.586 -0.778
H -1.377 2.007 1.300
H -2.896 2.379 1.596
O -2.327 1.660 1.230
H 1.100 4.343 0.485
H 2.054 3.032 0.391
O 1.527 3.662 -0.108
H 1.305 -3.034 -0.638
H 2.679 -3.237 -1.206
O 2.072 -2.569 -1.031
H 3.247 0.406 -1.640
H 2.478 1.334 -2.537
O 3.090 0.592 -2.567
H 2.716 -1.276 -0.119
H 4.217 -0.847 0.180
O 3.260 -0.587 0.306
H -3.761 1.464 -1.522
H -2.691 1.283 -0.370
O -3.085 0.903 -1.224
```

Results
gap between HOMO and LUMO = 9.7987 eV
HOMO = -12.2871 eV
charge = +1
LUMO level = -2.488 eV

Here are the Löwdin charges for atoms 1 to 2, given in e:
1 C -0.091
2 C -0.241



Entry from OMol25: a cluster of 15 separate species, C4H41N2O15 in total in a non-equilibrium geometry (ωB97M-V/def2-TZVPD).

```
62
Properties=species:S:1:pos:R:3
N -0.751 -1.704 1.168
C -0.467 -1.137 -0.194
C 0.107 -2.224 -1.129
C 0.439 -1.720 -2.518
O 1.680 -2.280 -2.978
C 0.539 -0.018 0.032
N -0.073 0.993 0.916
H -0.139 -1.357 1.904
H -1.682 -1.390 1.435
H -0.546 -2.714 1.200
H -1.343 -0.720 -0.685
H 1.019 -2.705 -0.774
H -0.686 -2.983 -1.046
H -0.299 -1.739 -3.310
H 0.754 -0.697 -2.362
H 1.623 -3.241 -3.034
H 0.862 0.462 -0.881
H 1.398 -0.336 0.601
H -0.529 1.701 0.355
H 0.538 1.526 1.511
H -2.073 1.532 2.223
H -2.919 2.430 3.041
O -2.089 2.436 2.555
H 3.517 0.854 -1.163
H 4.546 0.003 -1.939
O 3.808 0.606 -2.052
H 4.339 0.794 1.037
H 3.965 2.354 0.942
O 3.734 1.454 0.703
H 1.517 2.951 3.087
H 1.849 2.335 4.357
O 2.098 2.251 3.427
H -2.946 0.245 -2.889
H -2.793 -1.000 -3.903
O -2.355 -0.362 -3.348
H 1.071 -4.916 1.897
H 1.490 -3.858 0.943
O 0.764 -4.071 1.544
H -1.216 3.956 -0.239
H -0.279 3.608 -1.320
O -1.226 3.681 -1.166
H 3.691 -2.441 -0.671
H 3.316 -2.896 -2.083
O 4.026 -2.936 -1.422
H -3.742 -2.904 2.287
H -4.680 -1.855 1.968
O -3.935 -2.312 1.541
H -0.574 3.978 2.200
H 0.256 5.080 1.436
O 0.290 4.283 1.956
H -4.670 0.872 1.347
H -3.734 -0.344 1.310
O -3.931 0.462 1.809
H 2.246 0.699 -3.787
H 1.720 1.121 -5.125
O 1.432 0.995 -4.214
H 1.654 -0.979 4.139
H 1.183 -0.119 2.880
O 1.061 -0.927 3.388
H -4.888 1.500 -1.926
H -3.589 2.053 -2.279
O -4.374 1.668 -2.702
```

Results
gap between HOMO and LUMO = 10.1834 eV
HOMO = -12.8651 eV
charge = +1
LUMO level = -2.682 eV

Here are the Löwdin charges for atoms 1 to 2, given in e:
1 N 0.233
2 C -0.252



Entry from OMol25: a cluster of 17 separate species, C4H41NO16 in total in a non-equilibrium geometry (ωB97M-V/def2-TZVPD).

```
62
Properties=species:S:1:pos:R:3
C 1.581 -2.406 3.179
C 0.951 -2.347 1.780
C 2.068 -2.271 0.719
C 1.815 -2.281 -0.598
N 3.400 -1.950 1.064
H 0.819 -2.155 4.077
H 1.694 -3.536 3.396
H 2.538 -1.920 3.374
H 0.548 -3.424 1.758
H 0.205 -1.623 1.552
H 0.891 -2.139 -1.094
H 2.737 -2.194 -1.317
H 3.478 -1.561 1.991
H 3.988 -1.707 0.333
H 0.369 -1.193 -4.516
H 1.364 -1.950 -3.531
O 1.242 -1.125 -4.180
H 0.606 1.956 -4.032
H 1.013 0.525 -3.476
O 0.376 1.218 -3.398
H -2.606 3.536 1.695
H -1.576 3.251 2.641
O -2.399 2.885 2.378
H -4.188 0.622 2.108
H -2.737 0.393 2.160
O -3.482 0.038 1.761
H -3.036 1.644 -0.807
H -3.217 1.116 0.533
O -3.773 1.475 -0.218
H 3.334 1.406 -2.737
H 2.793 0.110 -3.388
O 3.063 1.098 -3.495
H -0.832 2.089 -1.450
H -1.463 1.259 -2.607
O -1.588 2.120 -2.024
H 2.865 0.159 0.299
H 2.219 -0.336 -0.864
O 2.894 0.374 -0.615
H 2.352 0.070 3.395
H 3.648 0.709 3.336
O 3.210 0.130 2.861
H 0.120 2.389 1.411
H 0.985 1.359 2.041
O 0.136 1.475 1.927
H -2.629 -1.496 3.088
H -1.434 -1.519 2.043
O -1.880 -1.964 2.889
H -2.212 -1.398 -2.767
H -3.394 -1.533 -3.457
O -2.785 -2.155 -3.060
H -2.171 -4.055 0.947
H -3.040 -2.919 1.217
O -2.937 -3.540 0.552
H 0.068 -0.013 0.368
H -1.026 -0.997 -0.365
O -0.360 -0.376 -0.348
H 1.679 3.435 -0.253
H 1.509 2.026 -0.611
O 1.137 2.723 -0.015
H -0.426 4.151 -0.693
H -1.941 4.603 -0.961
O -1.128 4.416 -0.360
```

Results
2S+1 = 2
gap between HOMO and LUMO (spin up / spin down) = 7.8824 / 4.2408 eV
expectation value of S² = 0.767
HOMO (spin up / spin down) = -11.9771 / -11.9770 eV
charge = +1
LUMO level (spin up / spin down) = -4.095 / -7.736 eV

Here are the Löwdin charges for atoms 1 to 2, given in e:
1 C -0.097
2 C -0.148



Entry from OMol25: a structure of composition C4H4AgO in a non-equilibrium geometry (ωB97M-V/def2-TZVPD).

```
10
Properties=species:S:1:pos:R:3
H 0.980 0.007 0.978
C -0.501 -1.076 1.622
C -0.885 -0.384 0.483
C 0.190 0.486 0.068
C 0.634 0.827 -1.103
O 0.910 1.264 -2.159
Ag 1.645 1.938 -4.229
H 0.165 -1.935 1.501
H -1.249 -1.169 2.414
H -1.890 0.042 0.425
```

Results
gap between HOMO and LUMO (spin up / spin down) = 5.3392 / 5.3430 eV
HOMO (spin up / spin down) = -11.7140 / -11.7178 eV
charge = +1
LUMO level (spin up / spin down) = -6.375 / -6.375 eV

Here are the Löwdin charges for atoms 1 to 2, given in e:
1 H 0.219
2 C -0.013



Entry from OMol25: a structure of composition C4H4AgO2 in a non-equilibrium geometry (ωB97M-V/def2-TZVPD).

```
11
Properties=species:S:1:pos:R:3
H -0.537 -0.938 1.510
O -3.785 -0.306 -0.537
C -3.031 0.722 0.087
C -1.593 0.466 -0.051
C -0.552 -0.020 0.661
H -4.710 -0.198 -0.298
H -3.271 0.785 1.166
H -3.273 1.703 -0.359
C 0.581 -0.678 0.349
O 1.783 -0.655 0.179
Ag 3.317 0.648 -0.452
```

Results
2S+1 = 3
gap between HOMO and LUMO (spin up / spin down) = 6.3905 / 7.9515 eV
expectation value of S² = 2.052
HOMO (spin up / spin down) = -12.2191 / -13.8987 eV
charge = +1
LUMO level (spin up / spin down) = -5.829 / -5.947 eV

Here are the Löwdin charges for atoms 1 to 2, given in e:
1 H 0.224
2 O -0.044



Q: charge of number 6 (C4H4AgO2)?
A: +1



Copy entry 6 word for word.
Entry from OMol25: a structure of composition C4H4AgO2 in a non-equilibrium geometry (ωB97M-V/def2-TZVPD).

```
11
Properties=species:S:1:pos:R:3
H -0.537 -0.938 1.510
O -3.785 -0.306 -0.537
C -3.031 0.722 0.087
C -1.593 0.466 -0.051
C -0.552 -0.020 0.661
H -4.710 -0.198 -0.298
H -3.271 0.785 1.166
H -3.273 1.703 -0.359
C 0.581 -0.678 0.349
O 1.783 -0.655 0.179
Ag 3.317 0.648 -0.452
```

Results
2S+1 = 3
gap between HOMO and LUMO (spin up / spin down) = 6.3905 / 7.9515 eV
expectation value of S² = 2.052
HOMO (spin up / spin down) = -12.2191 / -13.8987 eV
charge = +1
LUMO level (spin up / spin down) = -5.829 / -5.947 eV

Here are the Löwdin charges for atoms 1 to 2, given in e:
1 H 0.224
2 O -0.044



Please write out number 1 again, unchanged.
Entry from OMol25: the molecule C4H4 in a non-equilibrium geometry (ωB97M-V/def2-TZVPD).

```
8
Properties=species:S:1:pos:R:3
C -2.375 0.299 -0.043
C -1.261 -0.090 0.019
C -0.043 -0.740 -0.139
C 1.200 0.254 0.044
H -3.371 0.838 -0.019
H -0.096 -1.748 -0.004
H 2.217 -0.181 0.022
H 0.916 1.294 0.108
```

Results
SMILES = C#CC=C
gap between HOMO and LUMO = 8.5957 eV
HOMO = -8.6041 eV
charge = 0
LUMO level = -0.008 eV

Here are the Löwdin charges for atoms 1 to 2, given in e:
1 C 0.097
2 C -0.265